## P
Formula: H80O40
Source: OMol25
Level of theory: the ωB97M-V functional and the def2-TZVPD basis

The calculation puts the HOMO-LUMO gap at 8.911 eV. Its total charge is 0. For the LUMO energy, the calculation gives -0.7 eV.

Last columns: bonded neighbours and bond lengths (Å).
CARTESIAN COORDINATES (ANGSTROEM)
1 H 0.280 -2.750 1.010  O3 0.995
2 H 1.516 -3.509 1.504  O3 0.943
3 O 0.776 -3.024 1.827  H1 0.995, H2 0.943
4 H -2.579 0.041 -1.114  O6 1.027
5 H -3.564 0.406 -2.121  O6 0.931
6 O -2.910 0.860 -1.638  H4 1.027, H5 0.931
7 H 5.445 3.575 -0.441  O9 0.951
8 H 5.472 2.088 -0.952  O9 1.043
9 O 4.937 2.982 -0.983  H7 0.951, H8 1.043
10 H -4.170 -3.067 4.003  O12 0.971
11 H -4.555 -3.078 2.590  O12 0.997
12 O -3.917 -2.601 3.189  H10 0.971, H11 0.997
13 H -3.709 2.358 -2.234  O15 0.905
14 H -3.808 3.718 -1.651  O15 0.932
15 O -4.293 2.961 -1.896  H13 0.905, H14 0.932
16 H -0.793 -1.928 -1.037  O17 0.967
17 O -0.587 -2.720 -0.523  H16 0.967, H95 0.878
18 H -1.891 2.468 -5.264  O19 0.971
19 O -1.687 3.281 -4.774  H18 0.971, H97 0.938
20 H 3.573 -4.038 0.038  O22 0.944
21 H 5.056 -4.177 -0.197  O22 1.077
22 O 4.120 -4.117 -0.727  H20 0.944, H21 1.077
23 H -1.522 -5.333 -2.954  O25 0.968
24 H -0.841 -4.198 -3.824  O25 1.026
25 O -0.968 -4.544 -2.866  H23 0.968, H24 1.026
26 H 3.282 -0.850 -2.177  O28 0.992
27 H 3.006 0.570 -1.555  O28 1.018
28 O 3.333 -0.363 -1.314  H26 0.992, H27 1.018
29 H 4.250 -2.761 2.962  O31 0.979
30 H 4.193 -2.738 4.541  O31 0.999
31 O 3.946 -3.277 3.737  H29 0.979, H30 0.999
32 H 0.506 -0.836 3.789  O33 1.066
33 O -0.270 -0.154 3.526  H32 1.066, H98 0.979
34 H 1.616 2.130 -2.094  O36 0.972
35 H 1.118 1.361 -0.824  O36 0.978
36 O 1.113 1.352 -1.802  H34 0.972, H35 0.978
37 H 4.612 -1.091 1.294  O39 0.983
38 H 5.290 -1.907 0.404  O39 0.964
39 O 5.365 -1.720 1.347  H37 0.983, H38 0.964
40 H 1.150 2.749 -4.375  O42 0.950
41 H 2.292 3.541 -3.865  O42 0.951
42 O 1.983 3.110 -4.654  H40 0.950, H41 0.951
43 H -0.405 -3.786 2.489  O45 1.071
44 H -0.724 -4.614 3.795  O45 0.940
45 O -0.868 -4.674 2.868  H43 1.071, H44 0.940
46 H 4.242 -3.262 -3.308  O48 1.068
47 H 3.803 -2.433 -4.702  O48 1.001
48 O 4.587 -2.668 -4.125  H46 1.068, H47 1.001
49 H -2.860 -0.055 1.442  O51 1.050
50 H -3.174 1.306 2.065  O51 0.884
51 O -3.590 0.684 1.594  H49 1.050, H50 0.884
52 H 3.482 -5.309 2.277  O53 0.937
53 O 2.898 -4.757 1.794  H52 0.937, H94 1.017
54 H 1.794 3.108 3.442  O56 1.030
55 H 0.625 3.699 4.330  O56 0.912
56 O 0.807 3.399 3.489  H54 1.030, H55 0.912
57 H -3.825 -0.350 5.342  O58 0.963
58 O -2.975 0.091 5.241  H57 0.963, H96 0.989
59 H 1.928 -2.013 -5.024  O61 1.000
60 H 0.652 -1.855 -5.702  O61 0.920
61 O 1.525 -1.597 -5.839  H59 1.000, H60 0.920
62 H -5.132 -0.477 -0.863  O64 0.988
63 H -5.915 -1.138 -2.126  O64 1.083
64 O -5.028 -0.588 -1.840  H62 0.988, H63 1.083
65 H 0.894 0.735 -4.272  O67 0.894
66 H -0.481 1.483 -3.952  O67 0.976
67 O 0.001 0.702 -4.282  H65 0.894, H66 0.976
68 H -5.163 1.654 -0.884  O70 0.908
69 H -4.448 1.247 0.392  O70 0.978
70 O -5.249 1.118 -0.156  H68 0.908, H69 0.978
71 H -0.467 4.253 -1.527  O73 0.938
72 H 0.732 4.530 -0.829  O73 0.896
73 O 0.229 4.880 -1.483  H71 0.938, H72 0.896
74 H -2.258 -3.793 -1.624  O76 0.991
75 H -2.972 -4.351 -0.534  O76 0.980
76 O -3.204 -4.005 -1.420  H74 0.991, H75 0.980
77 H -0.932 -1.510 0.953  O79 1.021
78 H -2.251 -1.886 1.756  O79 0.988
79 O -1.886 -1.201 1.144  H77 1.021, H78 0.988
80 H 1.822 5.766 1.663  O82 1.025
81 H 0.971 6.502 0.332  O82 1.030
82 O 1.832 6.056 0.680  H80 1.025, H81 1.030
83 H -0.182 2.760 1.314  O85 0.961
84 H 0.381 1.422 1.429  O85 0.887
85 O 0.168 2.021 0.810  H83 0.961, H84 0.887
86 H -1.616 3.502 5.057  O88 0.905
87 H -1.015 3.269 3.661  O88 0.992
88 O -1.605 3.840 4.218  H86 0.905, H87 0.992
89 H 2.513 0.491 -5.625  O90 0.975
90 O 3.165 0.559 -4.903  H89 0.975, H99 0.994
91 H -0.793 -1.726 -4.217  O93 1.039
92 H -1.772 -2.892 -4.636  O93 0.962
93 O -0.925 -2.509 -4.886  H91 1.039, H92 0.962
94 H 2.473 -4.393 2.644  O53 1.017
95 H -0.658 -3.324 -1.156  O17 0.878
96 H -2.951 0.526 4.354  O58 0.989
97 H -2.292 3.908 -5.121  O19 0.938
98 H -0.932 -0.227 4.244  O33 0.979
99 H 3.718 1.358 -5.117  O90 0.994
100 O 3.803 3.075 2.486  H101 0.927, H102 1.082
101 H 3.654 3.908 2.109  O100 0.927
102 H 3.814 2.324 1.707  O100 1.082
103 O -4.035 -2.060 -3.984  H104 0.961, H105 0.980
104 H -4.765 -2.415 -3.469  O103 0.961
105 H -3.300 -2.443 -3.460  O103 0.980
106 O 0.805 -0.545 5.725  H107 0.937, H108 1.020
107 H 0.531 -0.426 6.613  O106 0.937
108 H 0.432 -1.490 5.633  O106 1.020
109 O 2.708 0.758 2.708  H110 0.979, H111 1.058
110 H 3.067 0.172 3.406  O109 0.979
111 H 1.716 0.416 2.577  O109 1.058
112 O -0.511 -0.387 -2.174  H113 0.857, H114 0.946
113 H 0.277 -0.052 -2.187  O112 0.857
114 H -1.267 0.151 -2.360  O112 0.946
115 O -2.183 4.996 1.253  H116 0.947, H117 0.887
116 H -2.061 4.460 2.024  O115 0.947
117 H -2.923 5.059 0.769  O115 0.887
118 O -0.924 2.446 6.126  H119 0.947, H120 0.943
119 H -1.587 1.777 6.031  O118 0.947
120 H -0.110 2.030 5.897  O118 0.943

## Q
Formula: H80O40
Source: OMol25
Level of theory: the ωB97M-V functional and the def2-TZVPD basis

The calculation puts the HOMO-LUMO gap at 9.714 eV. Its total charge is 0. For the LUMO energy, the calculation gives -0.6 eV.

Last columns: bonded neighbours and bond lengths (Å).
CARTESIAN COORDINATES (ANGSTROEM)
1 H 1.782 -2.995 -3.354  O3 0.974
2 H 1.891 -3.987 -2.379  O3 0.966
3 O 2.467 -3.296 -2.730  H1 0.974, H2 0.966
4 H 0.410 1.760 5.383  O6 0.971
5 H 1.164 2.763 6.213  O6 0.971
6 O 1.314 1.974 5.667  H4 0.971, H5 0.971
7 H -2.346 1.978 -5.641  O9 0.956
8 H -0.807 1.886 -5.253  O9 0.969
9 O -1.449 2.091 -5.950  H7 0.956, H8 0.969
10 H -3.900 2.421 -0.312  O12 0.967
11 H -2.911 3.013 -1.133  O12 0.983
12 O -3.425 3.263 -0.333  H10 0.967, H11 0.983
13 H 1.599 -1.341 2.974  O15 0.969
14 H 1.384 0.127 3.399  O15 0.930
15 O 0.984 -0.713 3.382  H13 0.969, H14 0.930
16 H -2.574 -0.751 6.032  O17 0.953
17 O -3.204 -0.910 5.335  H16 0.953, H95 0.963
18 H 3.071 -0.062 4.885  O19 0.956
19 O 3.521 -0.717 5.417  H18 0.956, H97 0.960
20 H 0.147 -2.417 2.258  O22 0.959
21 H 1.061 -2.958 1.242  O22 0.985
22 O 0.491 -3.268 1.982  H20 0.959, H21 0.985
23 H 5.485 3.055 2.152  O25 0.964
24 H 4.748 3.905 1.020  O25 0.962
25 O 4.684 3.160 1.624  H23 0.964, H24 0.962
26 H -3.287 -0.079 -5.333  O28 0.961
27 H -1.993 -0.903 -5.255  O28 0.966
28 O -2.948 -0.951 -5.118  H26 0.961, H27 0.966
29 H 0.111 5.532 3.138  O31 0.958
30 H -0.829 4.949 2.047  O31 0.957
31 O -0.731 5.101 2.987  H29 0.958, H30 0.957
32 H -1.108 3.801 -2.452  O33 0.974
33 O -1.440 2.885 -2.440  H32 0.974, H98 0.949
34 H -5.745 -2.805 -1.898  O36 0.936
35 H -4.337 -3.187 -2.438  O36 0.946
36 O -4.911 -3.174 -1.686  H34 0.936, H35 0.946
37 H 3.459 -1.905 -2.013  O39 0.970
38 H 4.911 -1.498 -1.878  O39 0.979
39 O 4.020 -1.268 -1.543  H37 0.970, H38 0.979
40 H -5.299 0.808 -0.807  O42 0.956
41 H -6.441 -0.217 -0.609  O42 0.936
42 O -5.943 0.255 -1.246  H40 0.956, H41 0.936
43 H 4.627 2.436 -1.886  O45 0.961
44 H 5.770 2.458 -0.748  O45 0.980
45 O 5.426 2.867 -1.570  H43 0.961, H44 0.980
46 H -2.115 1.262 2.963  O48 0.956
47 H -2.186 1.868 1.462  O48 0.955
48 O -1.664 1.704 2.245  H46 0.956, H47 0.955
49 H 3.579 5.763 -0.656  O51 0.945
50 H 4.316 4.537 -1.218  O51 0.967
51 O 3.619 4.820 -0.611  H49 0.945, H50 0.967
52 H 0.066 -3.904 -1.781  O53 0.979
53 O 0.207 -3.471 -0.915  H52 0.979, H94 0.966
54 H 1.899 3.272 2.323  O56 0.954
55 H 0.897 1.944 2.491  O56 0.949
56 O 1.407 2.541 1.958  H54 0.954, H55 0.949
57 H 0.630 2.235 -4.938  O58 0.954
58 O 1.068 2.721 -4.243  H57 0.954, H96 0.968
59 H -4.202 -1.993 2.632  O61 0.971
60 H -4.525 -0.716 3.393  O61 0.967
61 O -4.356 -1.044 2.499  H59 0.971, H60 0.967
62 H 1.874 -1.548 0.031  O64 0.969
63 H 2.674 -0.653 1.057  O64 1.009
64 O 1.888 -1.278 0.962  H62 0.969, H63 1.009
65 H -1.861 -5.243 3.708  O67 0.942
66 H -2.636 -4.310 2.789  O67 0.960
67 O -2.700 -4.828 3.595  H65 0.942, H66 0.960
68 H 4.433 -3.523 0.949  O70 0.969
69 H 3.195 -2.768 1.318  O70 0.983
70 O 3.647 -3.620 1.507  H68 0.969, H69 0.983
71 H -0.102 1.293 0.148  O73 0.969
72 H 0.733 2.529 -0.216  O73 0.959
73 O 0.463 1.669 -0.543  H71 0.969, H72 0.959
74 H 0.549 -0.514 -6.568  O76 0.973
75 H 1.817 -0.168 -6.333  O76 0.960
76 O 1.284 -0.925 -6.080  H74 0.973, H75 0.960
77 H 2.586 4.978 1.767  O79 0.945
78 H 1.938 4.930 3.206  O79 0.966
79 O 2.552 5.389 2.618  H77 0.945, H78 0.966
80 H -0.951 -2.140 3.219  O82 0.963
81 H -1.958 -3.298 4.001  O82 0.993
82 O -1.743 -2.371 3.715  H80 0.963, H81 0.993
83 H -0.876 -3.030 -3.660  O85 0.948
84 H -1.651 -4.456 -3.502  O85 0.958
85 O -0.919 -3.888 -3.258  H83 0.948, H84 0.958
86 H -0.139 0.967 -3.250  O88 0.972
87 H -1.642 0.771 -3.082  O88 0.971
88 O -0.865 0.375 -3.510  H86 0.972, H87 0.971
89 H 0.985 -5.416 2.411  O90 0.955
90 O 0.346 -5.650 1.741  H89 0.955, H99 1.015
91 H 4.516 1.286 0.554  O93 1.015
92 H 5.510 0.139 -0.110  O93 0.939
93 O 5.437 1.012 0.227  H91 1.015, H92 0.939
94 H -0.429 -2.744 -0.868  O53 0.966
95 H -2.755 -0.700 4.510  O17 0.963
96 H 1.859 2.241 -3.959  O58 0.968
97 H 2.942 -1.350 5.847  O19 0.960
98 H -0.689 2.305 -2.417  O33 0.949
99 H -0.262 -4.843 1.642  O90 1.015
100 O -5.155 1.741 1.461  H101 0.957, H102 0.948
101 H -4.738 1.157 0.829  O100 0.957
102 H -5.207 1.347 2.323  O100 0.948
103 O -3.183 -1.134 0.179  H104 0.972, H105 0.952
104 H -3.016 -1.254 1.129  O103 0.972
105 H -4.064 -1.282 -0.151  O103 0.952
106 O 1.564 0.368 -2.483  H107 0.942, H108 0.998
107 H 1.783 0.977 -1.798  O106 0.942
108 H 0.700 -0.122 -2.389  O106 0.998
109 O -2.678 -5.135 -1.899  H110 0.972, H111 0.956
110 H -3.488 -5.467 -1.476  O109 0.972
111 H -2.108 -4.768 -1.224  O109 0.956
112 O -2.354 -3.469 0.860  H113 1.014, H114 0.976
113 H -1.517 -3.867 0.451  O112 1.014
114 H -2.659 -2.761 0.261  O112 0.976
115 O 2.836 0.694 0.039  H116 0.978, H117 0.985
116 H 3.161 0.387 -0.831  O115 0.978
117 H 2.067 1.307 0.070  O115 0.985
118 O 0.211 5.185 -2.589  H119 0.951, H120 0.963
119 H 0.582 6.015 -2.309  O118 0.951
120 H 0.673 4.835 -3.358  O118 0.963

## R
Formula: H80O40
Source: OMol25
Level of theory: the ωB97M-V functional and the def2-TZVPD basis

The calculation puts the HOMO-LUMO gap at 9.714 eV. Its total charge is 0. For the LUMO energy, the calculation gives -0.2 eV.

Last columns: bonded neighbours and bond lengths (Å).
CARTESIAN COORDINATES (ANGSTROEM)
1 H -1.527 -2.989 1.663  O3 0.993
2 H -1.377 -2.259 2.956  O3 0.974
3 O -2.034 -2.814 2.499  H1 0.993, H2 0.974
4 H 5.350 2.729 -1.927  O6 0.945
5 H 6.125 1.587 -2.496  O6 0.980
6 O 5.667 2.413 -2.759  H4 0.945, H5 0.980
7 H 1.979 -3.128 4.046  O9 0.982
8 H 1.978 -3.242 5.584  O9 0.975
9 O 2.428 -2.785 4.849  H7 0.982, H8 0.975
10 H -0.449 0.676 -3.997  O12 0.963
11 H 0.276 0.381 -2.794  O12 0.951
12 O -0.080 -0.088 -3.541  H10 0.963, H11 0.951
13 H -3.258 0.197 3.824  O15 0.985
14 H -2.870 -0.981 2.811  O15 0.987
15 O -2.543 -0.158 3.246  H13 0.985, H14 0.987
16 H 3.096 -0.868 3.008  O17 0.976
17 O 2.228 -0.599 2.654  H16 0.976, H95 0.999
18 H 0.917 1.312 3.412  O19 0.998
19 O 0.375 1.743 2.693  H18 0.998, H97 0.946
20 H 5.694 0.370 1.708  O22 0.976
21 H 4.331 -0.118 1.194  O22 0.982
22 O 4.785 0.184 2.011  H20 0.976, H21 0.982
23 H -0.118 -4.081 -3.961  O25 0.981
24 H -0.690 -4.365 -2.691  O25 0.982
25 O 0.209 -4.187 -3.043  H23 0.981, H24 0.982
26 H 3.627 1.441 4.205  O28 0.953
27 H 4.648 1.614 3.204  O28 0.967
28 O 4.079 2.157 3.767  H26 0.953, H27 0.967
29 H 3.109 0.080 -1.616  O31 0.949
30 H 2.450 -1.128 -0.688  O31 0.974
31 O 3.192 -0.530 -0.894  H29 0.949, H30 0.974
32 H -2.760 -1.785 0.255  O33 0.980
33 O -2.944 -1.121 -0.443  H32 0.980, H98 0.969
34 H -0.097 4.561 2.112  O36 0.949
35 H -0.509 5.991 1.947  O36 0.998
36 O -0.340 5.304 2.651  H34 0.949, H35 0.998
37 H 0.121 -0.564 3.988  O39 0.962
38 H -1.355 -0.782 4.466  O39 0.993
39 O -0.403 -0.958 4.691  H37 0.962, H38 0.993
40 H 0.542 -0.927 2.138  O42 0.977
41 H -0.189 0.103 1.284  O42 0.996
42 O -0.262 -0.843 1.589  H40 0.977, H41 0.996
43 H 1.546 -1.758 -5.314  O45 0.932
44 H 2.250 -3.139 -5.088  O45 0.951
45 O 1.766 -2.420 -4.697  H43 0.932, H44 0.951
46 H -4.508 -4.058 1.804  O48 0.982
47 H -3.823 -2.668 2.094  O48 0.969
48 O -4.526 -3.100 1.587  H46 0.982, H47 0.969
49 H -2.398 2.286 1.228  O51 0.976
50 H -1.176 2.969 0.637  O51 0.986
51 O -1.542 2.070 0.813  H49 0.976, H50 0.986
52 H 1.007 3.189 -5.391  O53 0.956
53 O 0.775 2.293 -5.152  H52 0.956, H94 0.983
54 H 4.555 0.513 -3.527  O56 0.953
55 H 3.789 -0.758 -3.572  O56 0.966
56 O 3.741 0.134 -3.205  H54 0.953, H55 0.966
57 H -6.152 0.210 1.614  O58 0.964
58 O -5.248 0.001 1.876  H57 0.964, H96 0.992
59 H -5.548 2.867 0.631  O61 0.943
60 H -5.204 3.719 -0.731  O61 0.963
61 O -4.920 3.134 -0.020  H59 0.943, H60 0.963
62 H -2.575 3.767 -1.056  O64 0.964
63 H -3.469 4.317 -0.003  O64 0.993
64 O -2.702 4.591 -0.570  H62 0.964, H63 0.993
65 H 2.948 3.459 2.685  O67 0.968
66 H 1.794 4.045 2.872  O67 0.963
67 O 2.169 3.571 2.122  H65 0.968, H66 0.963
68 H 2.483 -0.811 4.947  O70 0.932
69 H 1.152 -0.190 5.693  O70 0.990
70 O 2.116 -0.419 5.709  H68 0.932, H69 0.990
71 H -2.717 -2.676 -1.854  O73 0.979
72 H -3.830 -3.255 -2.780  O73 0.957
73 O -3.012 -3.476 -2.334  H71 0.979, H72 0.957
74 H -3.446 2.995 -3.681  O76 0.950
75 H -2.065 2.474 -2.884  O76 0.953
76 O -3.012 2.534 -2.974  H74 0.950, H75 0.953
77 H 4.208 -2.527 1.514  O79 0.994
78 H 5.609 -1.832 1.817  O79 0.952
79 O 5.121 -2.333 1.172  H77 0.994, H78 0.952
80 H 0.219 3.040 -2.362  O82 0.989
81 H -0.520 2.002 -1.669  O82 0.958
82 O -0.402 2.300 -2.573  H80 0.989, H81 0.958
83 H 0.728 -2.809 0.244  O85 1.002
84 H 0.784 -4.245 -0.286  O85 0.980
85 O 0.510 -3.749 0.514  H83 1.002, H84 0.980
86 H -2.919 -3.691 -0.388  O88 0.954
87 H -1.891 -4.741 0.026  O88 0.965
88 O -1.986 -3.816 -0.236  H86 0.954, H87 0.965
89 H 2.139 4.979 -0.730  O90 0.963
90 O 1.230 4.836 -1.013  H89 0.963, H99 0.926
91 H 0.185 -1.073 -0.024  O93 0.966
92 H 0.460 -1.616 -1.499  O93 0.974
93 O 0.864 -1.344 -0.656  H91 0.966, H92 0.974
94 H 1.653 1.935 -4.894  O53 0.983
95 H 2.140 -1.332 1.982  O17 0.999
96 H -5.238 -0.943 1.568  O58 0.992
97 H 1.095 1.974 2.124  O19 0.946
98 H -2.431 -0.329 -0.221  O33 0.969
99 H 0.740 5.615 -1.122  O90 0.926
100 O 1.623 1.606 -0.040  H101 0.970, H102 0.976
101 H 2.273 0.980 0.316  O100 0.970
102 H 1.356 2.057 0.784  O100 0.976
103 O -2.174 -4.146 -4.878  H104 0.982, H105 0.958
104 H -1.833 -3.376 -5.382  O103 0.982
105 H -2.305 -3.772 -4.005  O103 0.958
106 O -2.181 -1.206 -5.115  H107 0.995, H108 0.967
107 H -1.396 -0.819 -4.641  O106 0.995
108 H -2.637 -1.677 -4.403  O106 0.967
109 O 2.585 2.988 -2.516  H110 0.985, H111 0.965
110 H 1.992 3.696 -2.175  O109 0.985
111 H 2.725 2.241 -1.920  O109 0.965
112 O 2.278 -3.754 2.345  H113 0.996, H114 0.956
113 H 1.511 -3.642 1.720  O112 0.996
114 H 2.318 -4.699 2.482  O112 0.956
115 O -3.749 -0.297 -3.313  H116 0.975, H117 0.942
116 H -3.378 0.477 -2.850  O115 0.975
117 H -4.646 -0.024 -3.407  O115 0.942
118 O -3.645 2.036 2.723  H119 0.956, H120 0.976
119 H -3.690 1.106 2.506  O118 0.956
120 H -2.939 1.972 3.394  O118 0.976

## S
Formula: H80O40
Source: OMol25
Level of theory: the ωB97M-V functional and the def2-TZVPD basis

The calculation puts the HOMO-LUMO gap at 9.890 eV. Its total charge is 0. For the LUMO energy, the calculation gives -0.5 eV.

Last columns: bonded neighbours and bond lengths (Å).
CARTESIAN COORDINATES (ANGSTROEM)
1 H 2.860 0.635 -0.816  O3 0.967
2 H 3.187 -0.037 0.340  O3 0.909
3 O 3.223 -0.221 -0.549  H1 0.967, H2 0.909
4 H -4.718 -2.042 2.131  O6 0.982
5 H -5.660 -2.678 0.883  O6 1.048
6 O -5.139 -1.852 1.265  H4 0.982, H5 1.048
7 H 0.107 2.807 -1.926  O9 0.964
8 H 0.876 1.686 -1.524  O9 0.954
9 O 0.388 2.389 -1.104  H7 0.964, H8 0.954
10 H 6.469 -0.818 -0.267  O12 0.894
11 H 5.005 -0.820 -0.244  O12 0.976
12 O 5.782 -0.457 -0.710  H10 0.894, H11 0.976
13 H -1.120 -6.652 1.083  O15 0.887
14 H 0.264 -6.277 1.068  O15 1.001
15 O -0.444 -6.669 1.657  H13 0.887, H14 1.001
16 H 5.297 0.520 3.634  O17 0.976
17 O 4.355 0.474 3.884  H16 0.976, H95 0.926
18 H 2.234 -6.057 -1.677  O19 1.003
19 O 1.959 -5.942 -0.719  H18 1.003, H97 0.864
20 H 2.286 -2.177 -2.169  O22 0.991
21 H 1.046 -2.450 -3.082  O22 0.947
22 O 1.573 -1.757 -2.712  H20 0.991, H21 0.947
23 H -2.286 -0.833 6.594  O25 0.985
24 H -1.065 -1.921 6.595  O25 0.875
25 O -1.561 -1.343 6.164  H23 0.985, H24 0.875
26 H 4.290 -3.216 -2.306  O28 0.926
27 H 3.818 -3.728 -3.488  O28 0.969
28 O 4.025 -4.054 -2.599  H26 0.926, H27 0.969
29 H -4.726 -0.242 -0.572  O31 0.935
30 H -5.970 -0.815 -1.191  O31 1.042
31 O -5.092 -0.308 -1.430  H29 0.935, H30 1.042
32 H -2.448 -1.595 1.403  O33 0.989
33 O -2.658 -1.581 2.370  H32 0.989, H98 0.943
34 H -0.671 -3.204 -0.236  O36 0.947
35 H -0.276 -1.850 -0.010  O36 1.004
36 O -0.945 -2.509 0.346  H34 0.947, H35 1.004
37 H -5.018 2.666 3.685  O39 0.994
38 H -4.206 1.348 3.371  O39 0.933
39 O -4.161 2.280 3.361  H37 0.994, H38 0.933
40 H 0.394 1.791 -5.258  O42 1.004
41 H 0.892 3.231 -4.517  O42 1.057
42 O 0.746 2.717 -5.429  H40 1.004, H41 1.057
43 H -2.277 2.181 -4.342  O45 1.047
44 H -0.998 2.757 -3.735  O45 0.979
45 O -1.511 1.925 -3.675  H43 1.047, H44 0.979
46 H -4.552 -0.051 -2.969  O48 1.046
47 H -4.980 -0.751 -4.102  O48 0.974
48 O -4.484 0.081 -4.004  H46 1.046, H47 0.974
49 H -1.753 -4.989 -3.067  O51 1.040
50 H -2.967 -4.004 -3.064  O51 0.970
51 O -2.027 -4.016 -2.826  H49 1.040, H50 0.970
52 H 3.493 3.293 -3.700  O53 0.910
53 O 2.722 3.648 -4.027  H52 0.910, H94 0.935
54 H -0.981 4.814 -3.233  O56 0.944
55 H -0.966 4.713 -4.716  O56 0.936
56 O -1.481 4.491 -3.967  H54 0.944, H55 0.936
57 H -2.732 -2.508 -0.097  O58 0.954
58 O -3.322 -3.205 0.178  H57 0.954, H96 1.007
59 H 4.986 0.699 -2.974  O61 1.008
60 H 5.835 1.243 -1.895  O61 0.997
61 O 5.480 1.555 -2.772  H59 1.008, H60 0.997
62 H -5.506 -2.566 -1.872  O64 1.028
63 H -4.889 -3.887 -1.156  O64 1.002
64 O -5.188 -3.529 -2.043  H62 1.028, H63 1.002
65 H -1.842 0.260 -3.611  O67 0.927
66 H -1.950 -1.143 -2.839  O67 0.976
67 O -1.604 -0.636 -3.599  H65 0.927, H66 0.976
68 H -2.912 2.316 5.258  O70 1.028
69 H -1.695 3.095 4.832  O70 1.008
70 O -1.942 2.456 5.571  H68 1.028, H69 1.008
71 H 1.094 4.200 4.902  O73 1.037
72 H -0.545 4.424 5.223  O73 0.952
73 O 0.105 4.124 4.596  H71 1.037, H72 0.952
74 H 1.971 -4.094 0.466  O76 0.966
75 H 1.393 -3.508 1.956  O76 0.985
76 O 1.787 -3.359 1.065  H74 0.966, H75 0.985
77 H 2.539 5.679 0.447  O79 1.074
78 H 1.078 4.842 0.816  O79 1.002
79 O 1.995 5.072 1.147  H77 1.074, H78 1.002
80 H 2.297 0.894 6.535  O82 0.893
81 H 1.502 2.122 6.191  O82 0.910
82 O 1.639 1.236 6.036  H80 0.893, H81 0.910
83 H -1.269 4.207 2.461  O85 0.899
84 H -1.124 3.673 1.067  O85 0.936
85 O -0.737 3.727 1.918  H83 0.899, H84 0.936
86 H -4.997 3.830 -2.396  O88 0.947
87 H -3.645 3.514 -1.840  O88 0.942
88 O -4.159 4.221 -2.191  H86 0.947, H87 0.942
89 H 1.887 -0.337 2.373  O90 0.965
90 O 2.609 -0.820 1.952  H89 0.965, H99 0.979
91 H -1.287 1.679 0.552  O93 1.014
92 H -1.592 0.750 -0.559  O93 1.009
93 O -2.086 1.453 -0.030  H91 1.014, H92 1.009
94 H 2.779 3.388 -4.924  O53 0.935
95 H 3.823 0.291 3.148  O17 0.926
96 H -2.986 -3.081 1.120  O58 1.007
97 H 1.357 -6.456 -0.372  O19 0.864
98 H -2.228 -2.353 2.700  O33 0.943
99 H 2.127 -1.259 1.222  O90 0.979
100 O 0.731 -0.812 4.071  H101 0.980, H102 1.053
101 H 0.965 -1.362 4.848  O100 0.980
102 H -0.255 -0.643 4.399  O100 1.053
103 O -2.068 5.235 -0.850  H104 0.931, H105 0.975
104 H -2.141 4.649 -0.130  O103 0.931
105 H -2.896 5.322 -1.358  O103 0.975
106 O -0.204 -2.548 -4.586  H107 0.915, H108 1.033
107 H -0.752 -3.278 -4.526  O106 0.915
108 H -0.571 -1.585 -4.508  O106 1.033
109 O 0.515 0.494 1.275  H110 0.826, H111 0.948
110 H 1.061 1.109 1.337  O109 0.826
111 H 0.062 0.240 2.069  O109 0.948
112 O 3.449 -2.767 4.525  H113 1.037, H114 0.960
113 H 3.005 -2.428 3.651  O112 1.037
114 H 4.153 -2.197 4.842  O112 0.960
115 O 6.173 1.634 0.958  H116 1.052, H117 0.910
116 H 5.708 2.392 1.519  O115 1.052
117 H 5.666 1.443 0.226  O115 0.910
118 O 3.071 0.140 -3.792  H119 1.008, H120 0.982
119 H 2.757 -0.627 -3.217  O118 1.008
120 H 3.372 0.850 -3.183  O118 0.982

Result of the stability comparison: S is the least stable of them.